An isolated molecule of C6H13NO at a distorted geometry, computed with ωB97M-V/def2-TZVPD.

Structure (SMILES): CNC(=O)CC(C)C
Gap between HOMO and LUMO (eV): 10.33
Molecular weight (g/mol): 115.18
Energy relative to the best compared isomer or geometry (same formula, charge and spin) (kcal per mole): 8.87

Cartesian coordinates (Å):
C: 0.10324 -0.56806 -0.74149
C: 0.22217 -1.08159 0.69551
C: -0.37379 -0.07112 1.67010
C: -0.47206 -2.43672 0.82387
C: 1.18803 0.42764 -1.02927
N: 0.87714 1.74306 -1.25534
C: -0.43016 2.37742 -1.16484
O: 2.36599 0.10930 -1.00741
H: -0.87649 -0.14545 -0.98945
H: 0.10089 -1.37539 -1.47406
H: 1.28278 -1.22794 0.89479
H: -1.33966 0.25387 1.30774
H: -0.40696 -0.50146 2.66949
H: 0.29543 0.79224 1.73121
H: -0.41644 -2.82832 1.84452
H: -1.54128 -2.39828 0.59038
H: 0.01880 -3.15695 0.20258
H: 1.67002 2.36052 -1.29902
H: -0.26408 3.35663 -0.72398
H: -0.85518 2.55576 -2.15175
H: -1.14839 1.81485 -0.59359

=====

A structure of composition C9H8ClN3O2 at a distorted geometry, computed with ωB97M-V/def2-TZVPD.

Gap between HOMO and LUMO (eV): 7.66
Molecular weight (g/mol): 225.64
Energy relative to the best compared isomer or geometry (same formula, charge and spin) (kcal per mole): 55.80

Cartesian coordinates (Å):
C: 3.01554 -1.21560 0.72189
C: 3.27095 0.11590 0.40843
C: 1.73017 -1.69804 0.63004
C: 2.24532 0.94646 0.01179
C: 0.66939 -0.87439 0.23435
C: 0.93324 0.47715 -0.07936
C: -0.65606 -1.41026 0.15516
C: -1.73179 -0.66853 -0.12179
C: -1.40377 1.19698 -0.31625
N: -0.04169 1.32111 -0.55535
N: -2.22611 1.72607 -1.27463
N: -3.06538 -1.08663 -0.14963
O: -3.26996 -2.27284 0.04036
O: -3.94004 -0.26013 -0.35374
Cl: -1.79067 1.79776 1.45115
H: 3.82008 -1.86352 1.03050
H: 4.27498 0.50714 0.48203
H: 1.51804 -2.72781 0.87499
H: 2.45080 1.97860 -0.23092
H: -0.78640 -2.47236 0.33259
H: 0.27450 2.26532 -0.73963
H: -3.20320 1.50171 -1.11276
H: -2.08794 2.71591 -1.43922

=====

An isolated molecule of C4H9NO2, computed with ωB97M-V/def2-TZVPD.

Structure (SMILES): C=C(N)OCCO
Gap between HOMO and LUMO (eV): 8.59
Molecular weight (g/mol): 103.12
Energy relative to the best compared isomer or geometry (same formula, charge and spin) (kcal per mole): 60.22

Cartesian coordinates (Å):
N: 2.13976 0.24634 1.10895
C: 1.06189 -0.40747 0.54778
O: -0.11760 -0.33216 1.22053
C: 1.12892 -1.08655 -0.60641
C: -1.28167 -0.45041 0.35814
C: -1.46268 0.64826 -0.70901
O: -0.93594 1.85090 -0.20106
H: 2.09343 0.66688 2.02328
H: 3.03737 -0.13722 0.85132
H: 1.91091 -0.89905 -1.32020
H: 0.45187 -1.91618 -0.74483
H: -1.36081 -1.41797 -0.16339
H: -2.08698 -0.40193 1.08332
H: -1.00379 0.38028 -1.67498
H: -2.55245 0.73211 -0.88831
H: -1.02224 2.52417 -0.88513

=====

An isolated molecule of C5H11NO at a distorted geometry, computed with ωB97M-V/def2-TZVPD.

Expectation value of S²: 2.010
Gap between HOMO and LUMO (alpha / beta) (eV): 4.07 / 8.59
Molecular weight (g/mol): 101.15
Energy relative to the best compared isomer or geometry (same formula, charge and spin) (kcal per mole): 62.37
Multiplicity: 3

Cartesian coordinates (Å):
C: -1.21024 0.43509 -0.82366
C: 0.13597 1.20125 -0.51421
C: -0.82348 -1.05511 -0.35687
C: -1.49566 -1.29930 1.00929
C: 2.43653 0.51204 0.34646
N: 0.91599 0.29192 0.32977
O: 0.59118 -0.97388 -0.35274
H: -2.12972 0.79709 -0.30603
H: -1.61502 0.59470 -1.88974
H: 0.67734 1.57286 -1.35460
H: 0.04138 2.15483 0.02244
H: -1.04125 -1.74210 -1.12840
H: -1.93452 -0.36179 1.53628
H: -0.73432 -1.81525 1.70073
H: -2.18003 -2.03970 0.70817
H: 2.93074 -0.29973 0.92085
H: 2.90359 0.54195 -0.67052
H: 2.53153 1.48514 0.82277

=====

An isolated molecule of C3H6O2, computed with ωB97M-V/def2-TZVPD.

Structure (SMILES): OC[C@H]1CO1
Gap between HOMO and LUMO (eV): 11.47
Molecular weight (g/mol): 74.08
Energy relative to the best compared isomer or geometry (same formula, charge and spin) (kcal per mole): 52.90

Cartesian coordinates (Å):
O: 0.98700 -1.65138 0.90327
C: 0.76829 -0.24473 0.79650
C: -0.37128 -0.08581 -0.18235
C: -1.02857 1.11189 -0.72074
O: -0.09452 0.37832 -1.49841
H: 1.23153 -1.97539 0.02466
H: 0.49136 0.08860 1.80226
H: 1.67901 0.27860 0.47993
H: -0.87440 -1.05940 -0.10123
H: -0.72316 2.12436 -0.44754
H: -2.06525 1.03493 -1.05634

=====

A cluster of 2 separate species, C4H10N2O2 in total at a distorted geometry, computed with ωB97M-V/def2-TZVPD.

Structure (SMILES): C[N+]([O-])=C=[N+](C)[O-].C
Gap between HOMO and LUMO (alpha / beta) (eV): 8.46 / 8.46
Molecular weight (g/mol): 118.14
Energy relative to the best compared isomer or geometry (same formula, charge and spin) (kcal per mole): 206.74

Cartesian coordinates (Å):
C: 0.75021 -0.61499 -0.42600
C: -1.77871 1.47448 1.04012
C: 0.18848 -1.89331 1.55156
C: 0.61477 1.12059 -2.18030
N: 1.17582 -1.32283 0.57855
N: 1.00618 -0.30167 -1.67230
O: 2.33524 -1.16504 1.08576
O: 1.63938 -1.01314 -2.51603
H: -2.45860 0.62706 1.20038
H: -1.61334 1.83175 2.03131
H: -2.46124 2.21174 0.47348
H: -0.06759 -1.33311 2.42227
H: -0.66058 -2.24548 1.12217
H: 0.69436 -2.79398 1.92882
H: -0.21306 1.65707 -1.76703
H: 1.57678 1.67576 -2.19445
H: 0.24056 1.00495 -3.13231
H: -0.96865 1.08016 0.45400

=====

An isolated molecule of C4H7N3, computed with ωB97M-V/def2-TZVPD.

Structure (SMILES): [H]/N=C1\CCN\C1=N\[H]
Gap between HOMO and LUMO (eV): 9.83
Molecular weight (g/mol): 97.12
Energy relative to the best compared isomer or geometry (same formula, charge and spin) (kcal per mole): 5.33

Cartesian coordinates (Å):
C: 0.69281 -0.04085 1.01536
C: 1.04909 1.02693 -0.01414
N: -0.22134 1.22486 -0.69994
C: -0.96788 0.06333 -0.76626
N: -1.93610 -0.13527 -1.56670
C: -0.35570 -0.83662 0.27751
N: -0.64112 -2.06033 0.43952
H: -0.01352 -2.38423 1.17967
H: 0.23882 0.39742 1.91241
H: 1.54431 -0.65376 1.32759
H: 1.82888 0.63107 -0.68311
H: 1.40831 1.95074 0.44102
H: -0.29309 1.87600 -1.46691
H: -2.33347 -1.05929 -1.39601

=====

A structure of composition C14H26BF4O3P3PdSbSe4Te, computed with ωB97M-V/def2-TZVPD.

Gap between HOMO and LUMO (eV): 6.68
Molecular weight (g/mol): 1093.70
Energy relative to the best compared isomer or geometry (same formula, charge and spin) (kcal per mole): 3.87
Total charge: -1

Cartesian coordinates (Å):
Pd: -0.92500 -0.21138 1.42276
Se: -1.44399 5.05249 0.27637
Sb: -0.55427 2.85509 0.54261
Se: -2.53510 1.13652 0.15920
Se: -2.33109 1.58824 2.47299
Se: 1.48910 2.33710 1.67675
C: -0.73561 -2.10987 -1.47575
P: 0.14936 -1.56272 -0.00003
C: 1.68163 -0.83356 -0.63040
C: 0.69860 -3.03678 0.91514
C: 1.11055 -4.20725 0.29017
C: 1.51568 -5.29217 1.05082
C: 1.52221 -5.20914 2.43676
C: 1.12744 -4.03865 3.06298
C: 0.71245 -2.95003 2.30542
P: 0.17549 -1.37670 3.04707
C: 1.70885 -0.66964 3.71045
C: -0.78149 -1.78900 4.52463
H: -0.12367 -2.78065 -2.08022
H: -0.95371 -1.21924 -2.06787
H: -1.65659 -2.59818 -1.16546
H: 1.43517 0.01676 -1.26738
H: 2.24301 -1.56977 -1.20895
H: 2.28138 -0.47182 0.20451
H: 1.09363 -4.28456 -0.78999
H: 1.81321 -6.21124 0.56238
H: 1.82022 -6.06422 3.02952
H: 1.11397 -3.98752 4.14487
H: 1.47922 0.27262 4.20797
H: 2.39744 -0.45261 2.89522
H: 2.16434 -1.37059 4.41225
H: -1.64335 -2.38782 4.23667
H: -1.12628 -0.85490 4.96884
H: -0.16177 -2.32617 5.24488
F: -2.20238 -3.18527 0.91375
B: -2.98747 -3.38618 2.08419
F: -3.23540 -2.12388 2.66707
F: -2.23366 -4.16395 2.99250
F: -4.17630 -4.02374 1.75385
C: -2.67213 2.55198 -3.38621
C: -1.67637 3.43725 -4.10092
O: -0.57647 3.82497 -3.25872
P: 0.49585 2.79780 -2.68188
O: -0.00676 2.16261 -1.37361
Te: 1.15607 1.22255 -4.28270
O: 1.62847 3.79399 -2.19174
C: 2.23595 4.74334 -3.08242
C: 1.66710 6.12302 -2.83790
H: -3.53785 2.38123 -4.02831
H: -3.00101 3.01806 -2.45688
H: -2.22372 1.58336 -3.15902
H: -2.12865 4.38143 -4.40158
H: -1.26960 2.94002 -4.98473
H: 2.09441 4.41480 -4.11539
H: 3.30275 4.71140 -2.86145
H: 0.60676 6.15307 -3.08290
H: 2.19781 6.85426 -3.45155
H: 1.78158 6.39523 -1.78867

=====

A cluster of 2 separate species, CH6NO in total at a distorted geometry, computed with ωB97M-V/def2-TZVPD.

Gap between HOMO and LUMO (eV): 11.15
Molecular weight (g/mol): 48.07
Energy relative to the best compared isomer or geometry (same formula, charge and spin) (kcal per mole): 15.47
Total charge: +1

Cartesian coordinates (Å):
O: -0.16053 1.61207 -0.93464
H: 0.11552 0.43174 0.23992
H: 0.01423 2.44906 -0.47977
H: -0.18992 1.72933 -1.89211
C: 0.13364 -1.62705 0.33416
N: -0.00770 -0.45444 0.80057
H: 0.26731 -1.66023 -0.75318
H: 0.60678 -2.40780 0.89930
H: -0.14097 -0.22889 1.78574

=====

An isolated molecule of C5H12O2, computed with ωB97M-V/def2-TZVPD.

Structure (SMILES): CC[C@@H](O)CCO
Gap between HOMO and LUMO (eV): 10.77
Molecular weight (g/mol): 104.15
Energy relative to the best compared isomer or geometry (same formula, charge and spin) (kcal per mole): 16.95

Cartesian coordinates (Å):
C: 2.59837 -0.55453 0.56559
C: 1.58566 0.04101 -0.40799
C: 0.15615 -0.24161 0.04732
O: -0.02416 0.27131 1.36175
C: -0.89659 0.29800 -0.92049
C: -2.32099 0.07851 -0.42604
O: -2.60073 0.94170 0.68034
H: 3.62725 -0.30642 0.28690
H: 2.40845 -0.17575 1.57391
H: 2.51004 -1.64759 0.59610
H: 1.73562 -0.36503 -1.41798
H: 1.71766 1.12977 -0.47283
H: 0.02778 -1.33649 0.10869
H: -0.70438 0.95725 1.31270
H: -0.77392 -0.18788 -1.89706
H: -0.74689 1.37568 -1.07785
H: -2.45779 -0.97370 -0.14058
H: -3.04354 0.30176 -1.22012
H: -2.79798 0.39400 1.44761

=====

A structure of composition C21H20BrN2O5PdS, computed with ωB97M-V/def2-TZVPD.

Expectation value of S²: 6.088
Gap between HOMO and LUMO (alpha / beta) (eV): 8.69 / 5.58
Molecular weight (g/mol): 598.79
Energy relative to the best compared isomer or geometry (same formula, charge and spin) (kcal per mole): 0.00
Total charge: +1
Multiplicity: 5

Cartesian coordinates (Å):
Pd: -0.98319 0.06890 -0.87668
C: -5.98616 1.22031 3.97060
O: -5.82869 2.38487 3.15628
C: -4.83486 2.38810 2.26825
C: -4.74252 3.57813 1.49479
C: -3.73373 3.74387 0.54990
C: -2.81769 2.75239 0.28011
C: -1.77861 3.00700 -0.76304
C: -1.20261 4.38219 -0.91042
O: -1.35615 2.12543 -1.50210
C: -2.93956 1.48890 1.02886
O: -2.20413 0.49325 0.84372
C: -3.94017 1.37937 2.05580
H: -6.83486 1.42298 4.61390
H: -5.09359 1.05293 4.57508
H: -6.19093 0.34705 3.34952
H: -5.47096 4.35744 1.67307
H: -3.69995 4.67499 0.00295
H: -1.79357 5.17395 -0.46405
H: -1.01187 4.58366 -1.96221
H: -0.23675 4.35621 -0.39699
H: -3.95921 0.44796 2.60063
C: 6.16948 -0.90112 -3.33536
C: 5.04794 -0.72639 -2.35200
C: 5.24831 -0.99021 -0.99902
C: 4.21750 -0.85657 -0.08442
C: 2.97102 -0.44106 -0.53650
C: 2.74654 -0.15502 -1.87899
C: 3.78628 -0.30796 -2.77648
S: 1.67589 -0.25446 0.62303
O: 0.99656 1.00212 0.38450
O: 2.14355 -0.56601 1.93725
N: 0.49779 -1.33149 0.11174
C: 0.59362 -2.65414 0.17322
C: 1.74211 -3.35456 0.66546
C: 1.74453 -4.73126 0.61443
C: 0.63014 -5.37854 0.10668
C: -0.48080 -4.60614 -0.32286
N: -0.51255 -3.30625 -0.28905
H: 7.11470 -0.55739 -2.91684
H: 5.97831 -0.35395 -4.25653
H: 6.28836 -1.95567 -3.59173
H: 6.22826 -1.29684 -0.65483
H: 4.37320 -1.04904 0.96852
H: 1.77945 0.19159 -2.22092
H: 3.62221 -0.08831 -3.82371
H: 2.57965 -2.80781 1.06949
H: 2.59891 -5.29136 0.96802
H: 0.58868 -6.45716 0.04664
H: -1.36963 -5.09992 -0.69980
Br: -2.36023 -1.10497 -2.51789

=====

A structure of composition C39H32N5OPSm, computed with ωB97M-V/def2-TZVPD.

Expectation value of S²: 8.787
Gap between HOMO and LUMO (alpha / beta) (eV): 7.04 / 7.12
Molecular weight (g/mol): 768.05
Energy relative to the best compared isomer or geometry (same formula, charge and spin) (kcal per mole): 0.00
Total charge: +1
Multiplicity: 6

Cartesian coordinates (Å):
Sm: 0.53218 0.29532 -0.17585
C: 1.73191 -6.20029 3.39249
C: 1.48667 -4.76842 3.01527
C: 0.63330 -3.95861 3.76579
C: 0.35885 -2.66517 3.38353
C: 0.94036 -2.07767 2.24641
N: 0.56455 -0.78917 1.86244
C: 0.59321 0.20220 2.84370
C: 1.65793 0.27762 3.76800
C: 1.77268 1.30392 4.67312
C: 0.85184 2.36039 4.70051
C: 1.03322 3.51764 5.63901
C: -0.19818 2.30575 3.81074
C: -0.35018 1.24025 2.91327
N: -1.57704 1.23461 2.16916
C: -2.80186 1.53974 2.64200
C: -3.67362 1.56168 1.57789
C: -2.87262 1.30861 0.46227
N: -1.61158 1.09954 0.82919
C: 1.84053 -2.87895 1.53560
C: 2.07703 -4.20696 1.89877
N: 2.64210 -2.36815 0.46650
C: 3.94477 -2.64574 0.26426
C: 4.33882 -2.03272 -0.90317
C: 3.19037 -1.38495 -1.35328
N: 2.16192 -1.59493 -0.53102
H: 1.90105 -6.30317 4.46435
H: 2.60549 -6.60048 2.87892
H: 0.87964 -6.83141 3.13496
H: 0.15835 -4.35957 4.65307
H: -0.33221 -2.06584 3.96292
H: 2.39966 -0.51084 3.75351
H: 2.60621 1.31074 5.36468
H: 1.46050 3.19114 6.58677
H: 0.08796 4.01495 5.85231
H: 1.71203 4.26068 5.21546
H: -0.93513 3.09955 3.79157
H: -2.94249 1.68910 3.69826
H: -4.73204 1.74231 1.61154
H: -3.14010 1.24838 -0.58085
H: 2.74120 -4.80403 1.28653
H: 4.47343 -3.24475 0.98480
H: 5.31755 -2.03956 -1.34591
H: 3.04767 -0.75589 -2.21809
O: 2.27139 1.69945 -0.52306
C: 1.34621 2.23589 -1.19014
C: 1.63689 2.89786 -2.47018
C: 2.63936 3.81180 -2.77288
C: 2.77967 4.24398 -4.07974
C: 1.94429 3.75043 -5.07927
C: 0.95882 2.82243 -4.78482
C: 0.78547 2.39409 -3.46992
P: -0.47456 1.16206 -2.96793
C: 0.20431 -0.47838 -3.37245
C: -0.36039 -1.58039 -2.72713
C: 0.05595 -2.87537 -3.01333
C: 1.05944 -3.07648 -3.94484
C: 1.64276 -1.99055 -4.58927
C: 1.21816 -0.70330 -4.31153
C: -1.84260 1.41879 -4.12395
C: -2.23995 0.46290 -5.05460
C: -3.33207 0.70164 -5.87745
C: -4.02839 1.89595 -5.78398
C: -3.63337 2.85558 -4.85913
C: -2.55262 2.61638 -4.02815
H: 3.28278 4.17421 -1.98237
H: 3.54375 4.96575 -4.33594
H: 2.06404 4.09736 -6.09699
H: 0.31341 2.45562 -5.57438
H: -1.16643 -1.44096 -2.00443
H: -0.39923 -3.71186 -2.50128
H: 1.39628 -4.07897 -4.17206
H: 2.42672 -2.15813 -5.31571
H: 1.67131 0.13804 -4.82166
H: -1.70062 -0.47142 -5.14841
H: -3.63366 -0.04760 -6.59745
H: -4.87692 2.08352 -6.42742
H: -4.16997 3.79171 -4.78034
H: -2.26145 3.37405 -3.30860

=====

> Which of these has the highest energy relative to the best compared isomer or geometry (same formula, charge and spin)?

C4H10N2O2

=====

> molecular weight of number 6 (C4H10N2O2)?

118.14 g/mol

=====

> Which value of energy relative to the best compared isomer or geometry (same formula, charge and spin) does entry 6 give?

206.74 kcal per mole